Entry from the Open Molecules 2025 dataset: C44H44N6O3S3SiSr as an isolated structure (wB97M-V/def2-TZVPD).

```
102
C44H44N6O3S3SiSr | the Open Molecules 2025 dataset | wB97M-V/def2-TZVPD
Sr -0.4775 -0.8861 0.8629
S -5.7217 0.0449 -4.6882
C -6.6065 1.4469 -4.2856
C -6.0575 2.1012 -3.2247
C -4.8929 1.4520 -2.7320
C -4.5891 0.3197 -3.4338
C -3.4475 -0.5796 -3.1972
C -2.8604 -0.6191 -1.9113
N -1.8277 -1.3662 -1.5972
C -1.2876 -2.1471 -2.5585
C -1.7949 -2.1958 -3.8585
C -1.1542 -3.0295 -4.8441
C -0.0538 -3.7397 -4.5348
C 0.5055 -3.6953 -3.2075
C 1.6879 -4.3684 -2.8650
C 2.1960 -4.2787 -1.5929
C 1.4511 -3.5213 -0.6593
N 0.3494 -2.8664 -0.9534
C -0.1156 -2.9301 -2.2191
C 3.4714 -4.9159 -1.2202
C 4.1536 -5.8754 -1.9200
C 5.3698 -6.2482 -1.2951
C 5.5802 -5.5584 -0.1364
S 4.3252 -4.4628 0.1924
C -2.9029 -1.3891 -4.1607
H -7.4865 1.7118 -4.8464
H -6.4595 3.0148 -2.8133
H -4.2821 1.8183 -1.9192
H -3.2702 -0.0049 -1.1191
H -1.5705 -3.0592 -5.8433
H 0.4346 -4.3504 -5.2836
H 2.2128 -4.9296 -3.6291
H 1.7904 -3.4329 0.3683
H 3.7951 -6.3141 -2.8388
H 6.0502 -6.9895 -1.6840
H 6.4158 -5.6337 0.5379
H -3.3021 -1.3992 -5.1692
O -3.9906 -0.3266 2.3232
C -2.8114 -0.5645 2.5915
O -2.1194 -1.5647 2.2289
C -2.0159 0.4936 3.3488
C -2.2379 0.7138 4.7299
C -1.4643 1.6430 5.3523
C -0.4973 2.3682 4.6087
C 0.3515 3.3403 5.1939
C 1.2730 3.9984 4.4334
C 1.3829 3.7199 3.0494
C 0.5774 2.7897 2.4620
C -0.3729 2.0890 3.2392
N -1.1320 1.1311 2.6241
H -2.9861 0.1370 5.2534
H -1.5679 1.8325 6.4144
H 0.2601 3.5465 6.2532
H 1.9260 4.7321 4.8865
H 2.1193 4.2480 2.4572
H 0.6359 2.5585 1.4059
C 2.3652 2.4944 -1.1514
N 1.1963 2.2416 -1.9788
C 0.8522 3.1943 -3.0220
C 0.3741 1.2342 -1.7098
O 0.5313 0.4453 -0.7787
H 3.2595 2.5110 -1.7751
H 2.4655 1.7013 -0.4156
H 2.2618 3.4569 -0.6467
H 1.7643 3.6752 -3.3720
H 0.1671 3.9565 -2.6477
H 0.3926 2.6790 -3.8634
H -0.4849 1.1479 -2.3883
C -5.6660 2.3942 1.6273
N -4.4219 2.1359 0.9430
C -3.6685 3.0822 0.3602
S -2.1625 2.6876 -0.3254
N -4.1816 4.3219 0.3463
C -3.5406 5.4891 -0.2223
H -6.0425 1.4440 1.9941
H -6.4120 2.8199 0.9518
H -5.5368 3.0579 2.4894
H -3.9419 1.2924 1.2307
H -5.0282 4.4776 0.8692
H -2.6017 5.1839 -0.6750
H -3.3358 6.2224 0.5589
H -4.1776 5.9399 -0.9842
C 2.5027 -3.1169 3.2006
Si 2.1536 -1.4130 2.3940
C 2.5149 -0.2651 3.8823
C 3.7409 -1.2024 1.3067
C 3.6566 -1.1117 -0.0867
C 4.7817 -1.0312 -0.9023
C 6.0449 -1.0249 -0.3322
C 6.1664 -1.0924 1.0508
C 5.0329 -1.1786 1.8461
H 3.4730 -3.1339 3.7080
H 2.5050 -3.9341 2.4750
H 1.7348 -3.3561 3.9396
H 3.4391 -0.5232 4.4097
H 1.7009 -0.3296 4.6107
H 2.5850 0.7803 3.5694
H 2.6762 -1.0955 -0.5531
H 4.6721 -0.9791 -1.9794
H 6.9277 -0.9674 -0.9573
H 7.1500 -1.0773 1.5053
H 5.1560 -1.2433 2.9224
```

LUMO energy   -0.0149 Eh
ΔE to the lowest compared entry with this formula, charge and spin   23.6 kcal/mol
2S+1   1
HOMO   -5.9 eV
Gap between HOMO and LUMO   5.5 eV



Entry from the Open Molecules 2025 dataset: C12H29LiN2O5 as an isolated structure (wB97M-V/def2-TZVPD).

```
49
C12H29LiN2O5 | the Open Molecules 2025 dataset | wB97M-V/def2-TZVPD
Li -0.1771 0.1670 0.6244
C -1.9614 0.2801 4.2185
C -1.1656 0.2111 2.9364
O 0.0093 0.6435 2.8274
O -1.7238 -0.2998 1.9211
H -2.0580 -0.6512 4.7793
H -2.9738 0.6234 4.0146
H -1.4667 0.9492 4.9281
C 2.6918 -1.0096 -1.5324
C 2.1501 -2.1862 -0.7350
C 2.9050 -2.6103 0.5272
O 4.3014 -2.4670 0.3538
C 4.9234 -3.5697 -0.2607
N 0.7136 -1.9859 -0.4388
H 3.7797 -0.9740 -1.6233
H 2.4499 -0.0647 -1.0297
H 2.3241 -0.8417 -2.5483
H 2.2174 -3.0108 -1.4632
H 2.6536 -3.6564 0.7283
H 2.6032 -2.0163 1.3898
H 5.9862 -3.5004 -0.0325
H 4.7555 -3.5592 -1.3436
H 4.5915 -4.5484 0.1071
H 0.3413 -2.8919 -0.1541
H 0.2440 -1.8425 -1.3324
C -5.3656 0.3703 -2.1191
O -4.0785 0.9202 -1.8971
C -3.7768 1.1562 -0.5405
C -2.4918 1.9729 -0.4966
N -1.4003 1.1965 -1.0688
C -0.3091 2.0402 -1.6217
C 0.4817 2.6793 -0.4845
O 1.1352 1.5431 0.0851
C 2.0953 1.8182 1.0773
H -5.5128 -0.4245 -1.3907
H -5.3668 -0.0634 -3.1228
H -6.1264 1.1500 -2.1937
H -3.6219 0.2437 0.0473
H -4.5677 1.7138 -0.0275
H -2.4331 2.2588 0.5606
H -2.7035 2.9258 -1.0113
H -1.8963 0.8452 -1.8920
H -0.7613 2.8050 -2.2626
H 0.3633 1.3366 -2.1057
H -0.0986 3.1890 0.2913
H 1.2468 3.3898 -0.8165
H 1.7318 2.4998 1.8567
H 2.9695 2.3268 0.6509
H 2.3721 0.9191 1.6200
```

LUMO energy   0.0158 Eh
ΔE to the lowest compared entry with this formula, charge and spin   0.0 kcal/mol
2S+1   1
HOMO   -8.2 eV
Gap between HOMO and LUMO   8.6 eV



Entry from the Open Molecules 2025 dataset: a 2-piece molecular cluster, C5H7Br overall (wB97M-V/def2-TZVPD).

```
13
C5H7Br | the Open Molecules 2025 dataset | wB97M-V/def2-TZVPD
C 0.0680 -1.2976 0.7109
C 0.5662 -0.5632 -1.4610
C 0.2744 -0.0168 -0.0819
C 1.1551 -1.1671 -0.2634
C -0.0095 1.4186 0.2565
Br 3.8979 -0.9638 0.7500
H 0.3607 -1.1247 1.8095
H -0.7005 -2.1593 0.6413
H -0.0152 -1.1444 -2.1729
H 1.2616 0.1696 -1.9661
H -0.5075 2.0178 -0.5031
H 1.0047 1.9227 0.4172
H -0.6305 1.3060 1.1479
```

LUMO energy (alpha / beta)   -0.0719 / -0.0806 Eh
ΔE to the lowest compared entry with this formula, charge and spin   101.3 kcal/mol
2S+1   1
HOMO (alpha / beta)   -9.2 / -9.1 eV
Gap between HOMO and LUMO (alpha / beta)   7.3 / 6.9 eV